(1)
The following is a quantum chemistry calculation of C6H8 as an isolated structure at a distorted geometry, from the Open Molecules 2025 dataset.

**Lowest unoccupied orbital energy**: 0.042 Ha
**Frontier orbital gap**: 9.7 eV
**Relative energy (zero: lowest compared OMol25 entry of this formula, charge and spin)**: 2.078 eV
**Highest occupied orbital energy**: -8.6 eV

CARTESIAN COORDINATES (ANGSTROEM)
1 C -0.694 -0.400 -0.017
2 C 1.951 -0.511 0.001
3 C -1.263 1.224 -0.016
4 C -1.451 -1.486 0.018
5 C 0.207 1.441 -0.060
6 C 0.605 0.163 -0.084
7 H -1.724 1.317 -0.937
8 H 2.714 0.246 0.082
9 H -1.809 1.575 0.753
10 H 0.711 2.389 0.106
11 H -1.037 -2.434 0.351
12 H 2.069 -1.162 0.837
13 H 2.224 -0.943 -0.946
14 H -2.505 -1.419 -0.088

These are the natural (NBO) partial charges, in e, on atoms 1 to 5:
1 C 0.050
2 C -0.646
3 C -0.438
4 C -0.444
5 C -0.129

(2)
The following is a quantum chemistry calculation of a 4-piece molecular cluster, C6H23N2O3 overall at a distorted geometry, from the Open Molecules 2025 dataset.

**Total charge**: +1
**Lowest unoccupied orbital energy**: -0.106 Ha
**Frontier orbital gap**: 10.0 eV
**Relative energy (zero: lowest compared OMol25 entry of this formula, charge and spin)**: 2.333 eV
**Highest occupied orbital energy**: -12.9 eV

CARTESIAN COORDINATES (ANGSTROEM)
1 O -1.637 -1.047 -3.156
2 O 1.333 1.276 -3.130
3 O 2.315 1.692 -0.615
4 N -1.113 -1.778 -0.465
5 N -0.619 -0.865 1.836
6 C -1.458 1.396 1.341
7 C -0.172 1.128 3.329
8 C 0.615 -0.669 1.019
9 C 0.213 -0.887 -0.466
10 C -1.175 0.386 2.341
11 C 1.266 -1.714 -1.202
12 H 1.524 -1.246 1.169
13 H 1.042 0.334 1.198
14 H 0.925 -1.958 -2.279
15 H -0.887 -2.773 -0.385
16 H -1.940 0.143 3.020
17 H -1.572 -1.346 0.370
18 H -2.191 1.304 0.519
19 H -0.550 2.115 3.684
20 H -0.025 0.518 4.197
21 H 1.603 0.455 -3.680
22 H 1.983 1.367 -1.510
23 H 1.280 -2.740 -0.702
24 H 2.131 -1.175 -1.391
25 H 2.110 2.597 -0.554
26 H -0.492 -1.494 2.594
27 H 0.104 0.055 -0.978
28 H -1.479 -1.572 -1.363
29 H -2.091 -0.164 -3.037
30 H 0.754 1.454 2.801
31 H -2.142 2.162 1.903
32 H 1.872 2.049 -3.425
33 H -1.031 -0.890 -3.925
34 H -0.496 1.886 0.945

These are the natural (NBO) partial charges, in e, on atoms 1 to 5:
1 O -0.969
2 O -0.969
3 O -0.982
4 N -0.733
5 N -0.660

(3)
The following is a quantum chemistry calculation of a 2-piece molecular cluster, C3H9N overall at a distorted geometry, from the Open Molecules 2025 dataset.

**Lowest unoccupied orbital energy**: 0.041 Ha
**Frontier orbital gap**: 10.1 eV
**Relative energy (zero: lowest compared OMol25 entry of this formula, charge and spin)**: 2.448 eV
**Highest occupied orbital energy**: -9.0 eV
**SMILES**: C=C.CN

CARTESIAN COORDINATES (ANGSTROEM)
1 N -0.021 0.369 0.986
2 C 1.045 -0.208 1.851
3 C -1.267 -0.049 -1.953
4 C 0.060 -0.162 -1.763
5 H -0.904 0.426 1.376
6 H 0.510 -0.183 -0.794
7 H 0.652 -1.161 2.261
8 H -2.021 0.081 -1.086
9 H 0.181 1.269 0.511
10 H -1.975 -0.175 -2.710
11 H 1.140 0.456 2.740
12 H 0.575 -0.216 -2.677
13 H 2.026 -0.446 1.258

These are the natural (NBO) partial charges, in e, on atoms 1 to 5:
1 N -0.869
2 C -0.420
3 C -0.395
4 C -0.399
5 H 0.363

(4)
The following is a quantum chemistry calculation of C5H16AlNPS as an isolated structure at a distorted geometry, from the Open Molecules 2025 dataset.

**Total charge**: -1
**Lowest unoccupied orbital energy**: 0.122 Ha
**Frontier orbital gap**: 7.7 eV
**Highest occupied orbital energy**: -4.4 eV

CARTESIAN COORDINATES (ANGSTROEM)
1 S -1.505 -2.145 -2.114
2 P -1.720 -1.111 1.604
3 Al -1.704 -0.413 -0.643
4 N -1.500 -2.717 1.669
5 C 1.984 -0.007 -0.597
6 C -0.353 1.111 -0.960
7 C 2.659 -0.675 0.655
8 C -1.100 2.416 -0.499
9 C 0.921 1.004 -0.068
10 H -3.154 0.247 -0.912
11 H -1.439 2.240 0.540
12 H -0.063 1.161 -2.026
13 H 1.984 -1.466 1.008
14 H -0.671 -0.491 2.367
15 H -1.952 2.660 -1.143
16 H 1.369 2.020 -0.011
17 H -1.370 -3.063 0.724
18 H 3.681 -1.023 0.450
19 H -0.314 -2.742 -1.787
20 H 2.739 0.104 1.431
21 H 0.633 0.678 0.944
22 H -2.991 -0.799 2.192
23 H 2.771 0.511 -1.170
24 H 1.458 -0.740 -1.224
25 H -0.362 3.240 -0.428

These are the natural (NBO) partial charges, in e, on atoms 1 to 5:
1 S -0.680
2 P 0.645
3 Al 1.066
4 N -1.356
5 C -0.399

(5)
The following is a quantum chemistry calculation of an isolated ion of composition C3H3BrN3 and charge +1 at a distorted geometry, from the Open Molecules 2025 dataset.

**Total charge**: +1
**Lowest unoccupied orbital energy**: -0.274 Ha
**Frontier orbital gap**: 8.1 eV
**Relative energy (zero: lowest compared OMol25 entry of this formula, charge and spin)**: 0.763 eV
**Highest occupied orbital energy**: -15.6 eV
**SMILES**: [NH2+]=C1N=CC(Br)=N1

CARTESIAN COORDINATES (ANGSTROEM)
1 Br 1.799 -1.700 -2.197
2 N -1.353 1.490 0.300
3 N -0.060 0.026 -1.054
4 N 0.134 -0.265 1.187
5 C -0.417 0.492 0.137
6 C 0.947 -1.073 0.648
7 C 0.882 -0.865 -0.889
8 H -1.501 2.003 1.152
9 H 1.562 -1.908 1.144
10 H -1.993 1.801 -0.428

These are the natural (NBO) partial charges, in e, on atoms 1 to 5:
1 Br 0.384
2 N -0.625
3 N -0.518
4 N -0.418
5 C 0.685

(6)
The following is a quantum chemistry calculation of a 2-piece molecular cluster, C3H14N4 overall, from the Open Molecules 2025 dataset.

**Total charge**: +2
**Lowest unoccupied orbital energy**: -0.250 Ha
**Frontier orbital gap**: 10.4 eV
**Relative energy (zero: lowest compared OMol25 entry of this formula, charge and spin)**: 0.000 eV
**Highest occupied orbital energy**: -17.2 eV

CARTESIAN COORDINATES (ANGSTROEM)
1 N 1.127 -2.340 -2.630
2 N 0.205 -0.003 2.955
3 N 0.719 -1.111 -2.002
4 N 0.109 1.059 2.111
5 C -1.296 -0.089 0.530
6 C -0.478 2.321 0.167
7 C -0.501 1.082 0.967
8 H 1.485 -0.737 -1.442
9 H -0.441 2.102 -0.898
10 H -0.711 -1.005 0.590
11 H 1.955 -2.283 -3.261
12 H -2.167 -0.215 1.177
13 H -1.660 0.042 -0.483
14 H -0.594 -0.626 2.959
15 H -1.409 2.871 0.329
16 H 0.343 2.982 0.432
17 H 0.333 -2.713 -3.184
18 H 0.471 -0.418 -2.706
19 H 1.337 -3.033 -1.889
20 H 0.641 1.884 2.393
21 H 0.532 0.230 3.885

These are the natural (NBO) partial charges, in e, on atoms 1 to 5:
1 N -0.520
2 N -0.611
3 N -0.630
4 N -0.241
5 C -0.708

(7)
The following is a quantum chemistry calculation of one molecule with the formula C26H31N3O, from the Open Molecules 2025 dataset.

**Lowest unoccupied orbital energy**: 0.014 Ha
**Frontier orbital gap**: 9.0 eV
**Relative energy (zero: lowest compared OMol25 entry of this formula, charge and spin)**: 0.302 eV
**Highest occupied orbital energy**: -8.7 eV
**SMILES**: Cc1cccc(-c2ncc(CN3CCC[C@@](CO)(Cc4ccccc4C)C3)cn2)c1

CARTESIAN COORDINATES (ANGSTROEM)
1 O 3.788 -0.847 -2.053
2 N -2.149 0.946 1.050
3 N -2.898 2.294 -0.733
4 N 1.535 2.685 0.475
5 C 2.181 -1.623 0.347
6 C 3.939 1.249 -0.112
7 C 2.799 3.271 0.873
8 C -1.834 3.061 -0.594
9 C -6.311 -1.355 -0.467
10 C 1.294 -2.558 -0.202
11 C -0.854 2.823 0.363
12 C -5.444 -2.919 1.303
13 C -5.339 -1.676 0.473
14 C 2.882 -4.324 0.266
15 C 1.691 2.006 -0.795
16 C 3.384 -2.072 0.886
17 C 1.667 -3.896 -0.237
18 C -4.266 -0.813 0.643
19 C 2.569 0.761 -0.605
20 C 3.743 -3.407 0.842
21 C -3.014 1.243 0.077
22 C 2.740 0.081 -1.980
23 C -4.158 0.352 -0.112
24 C -1.099 1.727 1.191
25 C 3.820 2.159 1.108
26 C -5.141 0.657 -1.052
27 C 0.416 3.609 0.479
28 C -6.212 -0.197 -1.223
29 C 1.844 -0.159 0.412
30 C -0.062 -2.167 -0.718
31 H -5.730 -2.664 2.323
32 H 3.616 -1.555 -1.418
33 H 0.986 -4.620 -0.662
34 H 0.474 4.356 -0.334
35 H -3.497 -1.034 1.367
36 H 4.684 -3.729 1.262
37 H 1.789 -0.383 -2.280
38 H 0.009 -1.442 -1.527
39 H 3.515 1.582 1.982
40 H -0.666 -1.725 0.074
41 H 0.426 4.146 1.433
42 H 4.047 -1.362 1.357
43 H 2.067 0.208 1.413
44 H 0.773 -0.033 0.261
45 H -5.046 1.561 -1.632
46 H 4.792 2.604 1.328
47 H 4.588 0.402 0.108
48 H -0.587 -3.042 -1.095
49 H 2.649 3.834 1.798
50 H 2.987 0.842 -2.727
51 H -4.486 -3.434 1.346
52 H -1.762 3.897 -1.281
53 H -7.153 -2.017 -0.610
54 H -6.191 -3.598 0.898
55 H 4.406 1.806 -0.929
56 H -6.977 0.036 -1.949
57 H 2.148 2.674 -1.550
58 H 3.179 3.969 0.104
59 H 0.708 1.710 -1.170
60 H -0.410 1.470 1.985
61 H 3.147 -5.370 0.223

These are the natural (NBO) partial charges, in e, on atoms 1 to 5:
1 O -0.723
2 N -0.459
3 N -0.452
4 N -0.454
5 C 0.047